[1]
{"formula": "C23H14F4N3", "method": "ωB97M-V with the def2-TZVPD basis set", "e_homo_ev": -10.8, "charge": 1, "energy_ev": -39408.1304, "gap_ha": 0.15563, "species": ["F", "C", "C", "C", "F", "C", "C", "C", "C", "C", "C", "C", "C", "F", "C", "C", "F", "C", "C", "H", "H", "H", "H", "H", "H", "H", "H", "H", "C", "N", "N", "C", "C", "C", "C", "C", "N", "C", "C", "H", "H", "H", "H", "H"], "positions_angstrom": [[-3.77, 4.19, -1.55], [-3.75, 2.84, -1.56], [-4.93, 2.11, -1.59], [-4.91, 0.73, -1.59], [-6.07, 0.03, -1.66], [-3.70, 0.07, -1.56], [-2.49, 0.77, -1.54], [-1.25, 0.07, -1.52], [-0.03, 0.70, -1.54], [1.19, 0.06, -1.53], [2.43, 0.75, -1.56], [3.64, 0.03, -1.57], [4.85, 0.68, -1.59], [6.00, -0.03, -1.60], [4.89, 2.07, -1.60], [3.72, 2.80, -1.59], [3.76, 4.16, -1.58], [2.50, 2.15, -1.57], [-2.54, 2.17, -1.54], [-5.87, 2.63, -1.60], [-3.70, -1.01, -1.53], [-1.26, -1.00, -1.50], [-0.02, 1.77, -1.59], [1.19, -1.01, -1.51], [3.62, -1.04, -1.57], [5.83, 2.58, -1.61], [1.62, 2.76, -1.56], [-1.65, 2.77, -1.52], [-1.78, -0.75, 2.20], [-2.84, -1.30, 1.66], [-3.77, -1.83, 1.19], [-0.66, -1.52, 2.54], [0.45, -0.94, 3.18], [1.53, -1.70, 3.52], [1.57, -3.07, 3.23], [2.69, -3.82, 3.57], [3.64, -4.44, 3.85], [0.47, -3.65, 2.60], [-0.63, -2.90, 2.27], [-1.81, 0.30, 2.38], [0.43, 0.11, 3.41], [2.37, -1.25, 4.02], [0.49, -4.71, 2.39], [-1.48, -3.36, 1.80]]}

=====

[2]
{"formula": "C23H14N2OPS2SbSe4Tc", "method": "ωB97M-V with the def2-TZVPD basis set", "e_homo_ev": -10.9, "charge": 1, "de_lowest_kj_mol": 0.0, "energy_ev": -330181.3145, "gap_ha": 0.20040, "species": ["Tc", "S", "C", "C", "N", "C", "S", "C", "N", "O", "C", "C", "C", "C", "C", "C", "C", "P", "C", "C", "C", "C", "C", "C", "C", "C", "C", "C", "C", "C", "H", "H", "H", "H", "H", "H", "H", "H", "H", "H", "H", "H", "H", "H", "Se", "Sb", "Se", "Se", "Se"], "positions_angstrom": [[-0.92, 1.63, -0.88], [-3.00, 1.48, -0.02], [-2.97, 2.50, 1.36], [-4.24, 2.78, 1.99], [-5.26, 3.00, 2.46], [-1.80, 3.00, 1.83], [-0.30, 2.75, 1.05], [-1.75, 3.78, 3.05], [-1.70, 4.40, 4.01], [-1.89, 0.76, -2.69], [-1.16, 0.06, -2.07], [-0.44, -1.19, -2.26], [-0.60, -2.07, -3.32], [0.23, -3.17, -3.37], [1.20, -3.37, -2.39], [1.35, -2.48, -1.33], [0.51, -1.38, -1.27], [0.44, -0.12, 0.04], [2.13, 0.28, 0.50], [2.85, 1.17, -0.30], [4.17, 1.45, 0.02], [4.76, 0.85, 1.12], [4.04, -0.04, 1.91], [2.72, -0.33, 1.60], [-0.38, -0.92, 1.43], [-0.42, -0.27, 2.66], [-1.08, -0.84, 3.73], [-1.70, -2.08, 3.58], [-1.68, -2.72, 2.35], [-1.02, -2.15, 1.27], [-1.35, -1.88, -4.09], [0.14, -3.88, -4.18], [1.85, -4.23, -2.45], [2.11, -2.64, -0.57], [2.39, 1.64, -1.15], [4.74, 2.14, -0.60], [5.79, 1.08, 1.37], [4.51, -0.50, 2.77], [2.16, -1.02, 2.22], [0.08, 0.69, 2.79], [-1.10, -0.33, 4.69], [-2.21, -2.53, 4.42], [-2.17, -3.68, 2.23], [-1.02, -2.66, 0.32], [-1.47, 3.48, -5.69], [-3.59, 2.01, -5.18], [0.03, 3.25, -2.31], [0.12, 2.34, -4.48], [-3.10, -0.01, -6.19]]}

=====

[3]
{"formula": "C23H15BrCl3N3O10PtS3", "method": "ωB97M-V with the def2-TZVPD basis set", "e_homo_ev": [-3.6, -3.8], "charge": -2, "spin_multiplicity": 3, "de_lowest_kj_mol": 440.2, "energy_ev": -192399.9269, "gap_ha": [0.23286, 0.22174], "s2": 2.021, "species": ["Pt", "C", "O", "C", "C", "C", "Br", "C", "C", "C", "O", "C", "N", "C", "C", "C", "C", "C", "C", "N", "H", "H", "H", "H", "H", "H", "H", "H", "H", "H", "H", "Cl", "C", "Cl", "Cl", "C", "O", "O", "O", "S", "O", "O", "S", "O", "S", "O", "N", "C", "O", "C", "C", "C", "C", "C", "C", "H", "H", "H", "H"], "positions_angstrom": [[-4.42, 1.40, -1.22], [-5.29, -0.12, -0.45], [-0.37, -1.35, 1.78], [0.88, -1.61, 2.07], [1.37, -2.81, 2.56], [2.72, -2.93, 2.88], [3.34, -4.60, 3.56], [3.61, -1.90, 2.74], [3.14, -0.67, 2.25], [1.80, -0.54, 1.93], [1.26, 0.62, 1.47], [4.09, 0.44, 2.10], [5.37, 0.39, 2.40], [5.86, 1.64, 2.11], [7.15, 2.15, 2.24], [7.37, 3.47, 1.87], [6.33, 4.28, 1.39], [5.04, 3.79, 1.26], [4.83, 2.47, 1.63], [3.71, 1.67, 1.64], [-0.82, -1.45, 0.48], [-6.34, -0.34, -0.40], [-5.09, 2.64, -0.10], [0.69, -3.65, 2.68], [4.66, -2.00, 2.99], [0.30, 0.40, 1.40], [7.95, 1.52, 2.61], [8.37, 3.89, 1.96], [6.54, 5.30, 1.12], [4.24, 4.42, 0.89], [2.76, 1.89, 1.37], [-2.26, -3.26, 5.22], [-2.05, -1.62, 4.70], [-4.37, 0.02, 1.01], [-0.46, -1.14, 5.02], [-4.96, 3.48, 0.99], [-5.94, 3.29, 1.66], [-4.05, 4.22, 0.76], [-6.78, 3.88, -1.76], [-6.86, 3.19, -3.02], [-7.80, 2.09, -3.09], [-6.78, 4.02, -4.21], [-4.93, 2.14, -3.21], [-1.08, -5.40, -2.43], [-0.31, -4.19, -2.55], [1.05, -4.30, -3.00], [-0.40, -3.31, -1.17], [-1.03, -2.20, -1.37], [-1.23, -1.28, -0.49], [-1.54, -1.96, -2.75], [-2.26, -0.90, -3.27], [-2.59, -0.94, -4.62], [-2.23, -2.01, -5.43], [-1.52, -3.08, -4.90], [-1.19, -3.02, -3.56], [-2.60, -0.05, -2.69], [-3.17, -0.12, -5.04], [-2.51, -2.01, -6.47], [-1.24, -3.93, -5.51]]}

=====

[4]
{"formula": "C23H15IN2O10", "method": "ωB97M-V with the def2-TZVPD basis set", "e_homo_ev": -9.4, "charge": 0, "de_lowest_kj_mol": 0.0, "energy_ev": -55647.9773, "gap_ha": 0.28676, "smiles": "NC1=C(I)C(=O)C(c2ccncc2)=CC1=O.O=C1C=C(O)C(=O)C=C1O.O=C1C=C(O)C(=O)C=C1O", "species": ["N", "C", "C", "I", "C", "O", "C", "C", "C", "C", "N", "C", "C", "C", "C", "O", "H", "H", "H", "H", "H", "H", "H", "C", "C", "C", "O", "C", "C", "C", "O", "O", "O", "H", "H", "H", "H", "C", "C", "C", "O", "C", "C", "C", "O", "O", "O", "H", "H", "H", "H"], "positions_angstrom": [[-1.55, 1.05, 0.16], [-0.55, 0.45, 0.93], [0.37, 1.04, 1.69], [0.51, 3.12, 1.88], [1.36, 0.20, 2.40], [2.53, 0.51, 2.54], [0.81, -1.10, 2.90], [1.26, -1.63, 4.19], [2.49, -2.22, 4.36], [2.83, -2.72, 5.58], [2.08, -2.66, 6.68], [0.91, -2.05, 6.49], [0.46, -1.54, 5.30], [-0.09, -1.70, 2.13], [-0.48, -1.05, 0.86], [-0.67, -1.66, -0.17], [-1.37, 2.03, 0.00], [-2.43, 0.93, 0.64], [3.18, -2.30, 3.54], [3.78, -3.20, 5.69], [0.27, -1.95, 7.35], [-0.51, -1.09, 5.25], [-0.55, -2.64, 2.38], [-5.46, 0.37, -4.19], [-5.53, 0.92, -2.97], [-4.76, 0.37, -1.81], [-4.86, 0.92, -0.73], [-3.93, -0.80, -2.02], [-3.85, -1.35, -3.24], [-4.61, -0.79, -4.41], [-4.48, -1.33, -5.49], [-3.11, -2.42, -3.50], [-6.29, 1.98, -2.69], [-6.01, 0.76, -5.03], [-3.39, -1.19, -1.17], [-3.23, -2.61, -4.45], [-6.16, 2.16, -1.74], [4.81, 2.31, -1.55], [4.03, 1.59, -0.73], [2.82, 0.87, -1.24], [2.17, 0.22, -0.45], [2.48, 1.00, -2.65], [3.26, 1.72, -3.46], [4.49, 2.42, -2.96], [5.16, 3.04, -3.76], [3.01, 1.88, -4.75], [4.27, 1.47, 0.57], [5.69, 2.84, -1.19], [1.59, 0.49, -3.00], [3.73, 2.44, -5.10], [3.56, 0.92, 0.95]]}

=====

[5]
{"formula": "C23H15MnO6P", "method": "ωB97M-V with the def2-TZVPD basis set", "e_homo_ev": [-17.2, -16.9], "charge": 3, "spin_multiplicity": 5, "energy_ev": -76954.4340, "gap_ha": [0.21498, 0.09619], "s2": 6.061, "species": ["O", "C", "Mn", "O", "C", "C", "O", "C", "O", "C", "O", "O", "P", "C", "C", "C", "C", "C", "C", "C", "C", "C", "C", "C", "C", "C", "C", "C", "C", "C", "C", "H", "H", "H", "H", "H", "H", "H", "H", "H", "H", "H", "H", "H", "H", "H"], "positions_angstrom": [[-0.29, -3.60, -2.97], [0.68, -3.03, -2.69], [2.47, -2.07, -2.22], [4.04, -3.84, -3.97], [3.43, -3.14, -3.28], [3.77, -1.01, -1.58], [4.62, -0.33, -1.18], [2.53, -3.09, -0.69], [2.52, -3.72, 0.28], [2.03, -0.79, -3.47], [1.70, 0.02, -4.24], [1.44, 0.27, -0.17], [0.05, 0.47, 0.38], [-1.07, 0.90, -0.99], [-1.02, 0.14, -2.17], [-1.58, 0.62, -3.35], [-2.24, 1.86, -3.36], [-2.35, 2.60, -2.18], [-1.77, 2.12, -1.00], [-0.43, -1.01, 1.33], [-0.45, -0.98, 2.73], [-0.67, -2.16, 3.46], [-0.81, -3.38, 2.80], [-0.74, -3.42, 1.40], [-0.54, -2.24, 0.67], [-0.10, 1.84, 1.53], [0.96, 2.75, 1.64], [0.83, 3.85, 2.50], [-0.33, 4.03, 3.25], [-1.39, 3.12, 3.14], [-1.28, 2.03, 2.27], [-0.52, -0.84, -2.16], [-1.49, 0.05, -4.27], [-2.66, 2.24, -4.29], [-2.87, 3.56, -2.18], [-1.86, 2.71, -0.09], [-0.32, -0.04, 3.27], [-0.71, -2.11, 4.55], [-0.97, -4.30, 3.37], [-0.82, -4.37, 0.88], [-0.48, -2.29, -0.42], [1.87, 2.60, 1.05], [1.66, 4.56, 2.59], [-0.43, 4.88, 3.92], [-2.30, 3.24, 3.72], [-2.10, 1.32, 2.18]]}

=====

What did the third record say?
{"formula": "C23H15BrCl3N3O10PtS3", "method": "ωB97M-V with the def2-TZVPD basis set", "e_homo_ev": [-3.6, -3.8], "charge": -2, "spin_multiplicity": 3, "de_lowest_kj_mol": 440.2, "energy_ev": -192399.9269, "gap_ha": [0.23286, 0.22174], "s2": 2.021, "species": ["Pt", "C", "O", "C", "C", "C", "Br", "C", "C", "C", "O", "C", "N", "C", "C", "C", "C", "C", "C", "N", "H", "H", "H", "H", "H", "H", "H", "H", "H", "H", "H", "Cl", "C", "Cl", "Cl", "C", "O", "O", "O", "S", "O", "O", "S", "O", "S", "O", "N", "C", "O", "C", "C", "C", "C", "C", "C", "H", "H", "H", "H"], "positions_angstrom": [[-4.42, 1.40, -1.22], [-5.29, -0.12, -0.45], [-0.37, -1.35, 1.78], [0.88, -1.61, 2.07], [1.37, -2.81, 2.56], [2.72, -2.93, 2.88], [3.34, -4.60, 3.56], [3.61, -1.90, 2.74], [3.14, -0.67, 2.25], [1.80, -0.54, 1.93], [1.26, 0.62, 1.47], [4.09, 0.44, 2.10], [5.37, 0.39, 2.40], [5.86, 1.64, 2.11], [7.15, 2.15, 2.24], [7.37, 3.47, 1.87], [6.33, 4.28, 1.39], [5.04, 3.79, 1.26], [4.83, 2.47, 1.63], [3.71, 1.67, 1.64], [-0.82, -1.45, 0.48], [-6.34, -0.34, -0.40], [-5.09, 2.64, -0.10], [0.69, -3.65, 2.68], [4.66, -2.00, 2.99], [0.30, 0.40, 1.40], [7.95, 1.52, 2.61], [8.37, 3.89, 1.96], [6.54, 5.30, 1.12], [4.24, 4.42, 0.89], [2.76, 1.89, 1.37], [-2.26, -3.26, 5.22], [-2.05, -1.62, 4.70], [-4.37, 0.02, 1.01], [-0.46, -1.14, 5.02], [-4.96, 3.48, 0.99], [-5.94, 3.29, 1.66], [-4.05, 4.22, 0.76], [-6.78, 3.88, -1.76], [-6.86, 3.19, -3.02], [-7.80, 2.09, -3.09], [-6.78, 4.02, -4.21], [-4.93, 2.14, -3.21], [-1.08, -5.40, -2.43], [-0.31, -4.19, -2.55], [1.05, -4.30, -3.00], [-0.40, -3.31, -1.17], [-1.03, -2.20, -1.37], [-1.23, -1.28, -0.49], [-1.54, -1.96, -2.75], [-2.26, -0.90, -3.27], [-2.59, -0.94, -4.62], [-2.23, -2.01, -5.43], [-1.52, -3.08, -4.90], [-1.19, -3.02, -3.56], [-2.60, -0.05, -2.69], [-3.17, -0.12, -5.04], [-2.51, -2.01, -6.47], [-1.24, -3.93, -5.51]]}